{"formula": "C21H21FeO8P3", "method": "wB97M-V/def2-TZVPD", "species": ["Fe", "O", "C", "C", "C", "C", "C", "C", "C", "P", "C", "C", "C", "C", "C", "C", "C", "C", "C", "C", "C", "C", "H", "H", "H", "H", "H", "H", "H", "H", "H", "H", "H", "H", "H", "H", "C", "C", "O", "P", "O", "O", "O", "P", "O", "O", "O", "H", "H", "H", "H", "H", "H", "H"], "xyz": [[0.204313, -1.488478, -1.371861], [1.905839, -1.684807, -2.561240], [2.069406, -1.360498, -1.345965], [3.005087, -1.063376, -0.360642], [4.433299, -1.094525, -0.467554], [5.200296, -0.914655, 0.651654], [4.609630, -0.711035, 1.920620], [3.221662, -0.669408, 2.038738], [2.409230, -0.804044, 0.924308], [0.598417, -0.922676, 0.814993], [0.048495, -1.184244, 2.546068], [0.299236, -0.272446, 3.575133], [-0.112086, -0.539635, 4.873155], [-0.782523, -1.723221, 5.160868], [-1.035806, -2.636354, 4.149941], [-0.623770, -2.364596, 2.849173], [-0.030122, 0.817808, 0.490801], [-0.886920, 1.642974, 1.384453], [-0.922620, 3.103034, 1.193066], [-0.297595, 3.687946, 0.105980], [0.414319, 2.956716, -0.817560], [0.602726, 1.475766, -0.720207], [4.885814, -1.287571, -1.433282], [6.282207, -0.947393, 0.572229], [5.233152, -0.599313, 2.799402], [2.785333, -0.541883, 3.021063], [0.823467, 0.650483, 3.356563], [0.091659, 0.174810, 5.662273], [-1.111831, -1.927346, 6.173282], [-1.554721, -3.561593, 4.371892], [-0.824432, -3.075060, 2.054635], [-1.087124, 1.284392, 2.383598], [-1.408523, 3.709344, 1.948279], [-0.336627, 4.765744, -0.010397], [0.930369, 3.465316, -1.622591], [1.661816, 1.221056, -0.748057], [-3.386026, 0.864905, -1.804936], [-2.529461, 0.528468, -3.025579], [-3.164423, 0.979775, -4.244557], [-2.432226, -1.279337, -3.230791], [-1.956820, -1.529629, -4.713192], [-3.934250, -1.791388, -3.255981], [-1.673687, -1.967726, -2.167683], [-0.883469, 1.430518, -3.043190], [-0.299700, 0.567852, -4.335910], [-1.472835, 0.823763, 0.361206], [0.064091, 0.745253, -1.892328], [-4.432457, 0.810611, -2.102146], [-3.169325, 1.871015, -1.436349], [-3.212916, 0.172848, -0.982851], [-3.272788, 1.938798, -4.205082], [-1.167723, -0.992308, -4.927594], [-4.409579, -1.510668, -4.051903], [0.632520, 0.756021, -4.503962]], "forces_ev_per_a": [[0.35, -0.32, 0.26], [0.34, -0.05, 0.21], [-0.97, 0.28, -0.20], [0.20, -0.20, -0.29], [-0.09, 0.03, 0.00], [-0.07, 0.03, 0.10], [0.02, 0.00, -0.06], [0.00, 0.08, -0.02], [0.04, -0.06, 0.08], [0.11, 0.27, -0.11], [-0.10, -0.05, -0.09], [0.06, -0.09, 0.06], [0.02, 0.02, -0.05], [-0.02, 0.03, 0.02], [0.02, -0.02, -0.07], [-0.02, -0.03, 0.01], [-0.52, -0.18, -0.03], [0.30, 0.17, -0.12], [-0.03, -0.11, 0.07], [0.06, -0.02, -0.02], [-0.02, -0.15, -0.05], [-0.08, 0.03, -0.09], [-0.01, 0.01, 0.05], [-0.06, 0.00, -0.01], [-0.05, -0.01, -0.05], [-0.01, 0.00, 0.01], [0.02, -0.02, 0.04], [-0.01, -0.02, -0.03], [0.04, 0.00, -0.05], [0.02, 0.05, -0.03], [-0.01, 0.01, 0.03], [-0.05, -0.02, 0.01], [0.01, -0.03, -0.09], [-0.01, -0.05, 0.02], [-0.05, -0.03, -0.01], [0.12, 0.06, 0.05], [0.09, 0.04, -0.01], [-0.09, -0.04, -0.06], [0.14, -0.03, 0.14], [-0.19, -0.11, -0.40], [0.07, -0.04, 0.02], [0.10, 0.01, -0.07], [0.11, 0.21, 0.22], [0.14, 0.02, -0.04], [0.12, 0.12, 0.08], [0.28, 0.16, 0.18], [-0.21, 0.17, 0.20], [-0.02, -0.03, -0.02], [-0.03, -0.02, -0.03], [0.03, 0.05, -0.03], [-0.05, 0.00, 0.07], [-0.14, -0.03, 0.07], [0.07, -0.03, 0.09], [0.00, -0.05, 0.02]], "orbital_gap_ev": [5.23, 5.43], "energy_ev": -100750.10544, "fmax_ev_per_a": 1.03, "e_above_lowest_kcal_mol": 161.0, "multiplicity": 5, "e_homo_ev": [-4.9, -6.7], "lumo_energy_ev": [0.37, -1.31]}

---

{"formula": "C21H21IN2O7PdSeSi", "method": "wB97M-V/def2-TZVPD", "species": ["Pd", "I", "C", "C", "C", "C", "C", "C", "C", "C", "C", "C", "H", "H", "H", "H", "H", "H", "O", "C", "O", "C", "C", "C", "C", "C", "C", "N", "O", "O", "N", "O", "O", "H", "H", "H", "C", "O", "H", "H", "H", "C", "Si", "C", "C", "Se", "H", "H", "H", "H", "H", "H", "H", "H", "H"], "xyz": [[-16.381119, -4.894261, -3.564501], [-18.239024, -2.216448, -3.703883], [-19.408870, -3.450788, -2.445314], [-20.593004, -2.879865, -2.108754], [-21.410524, -3.490098, -1.139948], [-21.013186, -4.693898, -0.655780], [-19.750128, -5.296610, -1.027737], [-19.495714, -6.567614, -0.418849], [-18.361240, -7.202884, -0.808156], [-17.583893, -6.682041, -1.822890], [-17.743226, -5.448472, -2.300376], [-18.922990, -4.691702, -1.939090], [-20.958820, -1.954135, -2.618516], [-22.353597, -2.987003, -0.910466], [-21.642473, -5.228689, 0.042212], [-20.162695, -6.975868, 0.298616], [-18.105257, -8.199620, -0.449544], [-16.614791, -7.059199, -2.118556], [-16.724071, -7.463021, -4.491394], [-17.546523, -6.838409, -5.183033], [-17.823705, -5.593848, -4.924389], [-18.244504, -7.587223, -6.359289], [-17.451847, -8.534816, -7.048720], [-17.984700, -9.294457, -8.018861], [-19.345118, -9.169372, -8.416797], [-20.182197, -8.149514, -7.838417], [-19.600915, -7.377616, -6.765937], [-21.493600, -7.981721, -8.172445], [-22.090857, -8.631124, -9.138757], [-22.121297, -6.925794, -7.783736], [-17.181921, -10.223373, -8.775003], [-15.956685, -10.004595, -8.709018], [-17.749342, -11.028204, -9.590048], [-16.530690, -8.724244, -6.519142], [-19.659598, -9.632911, -9.362626], [-20.274072, -6.783347, -6.253060], [-15.244520, -4.022887, -6.112803], [-15.171808, -4.879107, -5.113316], [-15.468532, -2.979363, -5.781126], [-16.034804, -4.282928, -6.820872], [-14.362908, -4.113136, -6.618086], [-12.281693, -4.621226, -4.183377], [-13.075857, -5.178335, -2.619172], [-13.523596, -6.965009, -2.776188], [-11.515395, -5.114082, -1.504960], [-14.846126, -4.004113, -1.727688], [-12.785569, -4.757337, -5.110264], [-11.327964, -5.127021, -4.308189], [-12.190691, -3.573991, -4.091836], [-12.763063, -7.776029, -2.839586], [-14.277304, -7.153396, -3.544729], [-14.034769, -7.277068, -1.844267], [-10.778416, -5.616018, -2.076876], [-11.822048, -5.619513, -0.607025], [-11.088967, -4.087012, -1.215821]], "forces_ev_per_a": [[0.68, 0.18, -0.04], [0.01, -0.23, -0.07], [1.00, 0.59, -0.64], [-0.55, 0.91, -0.35], [-0.30, 0.04, -0.54], [0.46, -0.01, 0.26], [-3.14, -0.79, 2.08], [1.13, 0.88, -1.02], [-0.76, -1.71, 0.33], [2.13, 0.07, 0.40], [-1.31, 2.68, -0.30], [1.01, -0.01, -0.93], [0.62, -0.87, 0.62], [0.21, -0.47, 0.19], [0.01, -0.09, 0.12], [-0.52, -0.18, 0.50], [-0.10, 0.20, 0.22], [-0.27, -1.03, 0.20], [-0.32, -0.20, -1.05], [0.03, -0.14, 0.72], [-0.40, -0.86, -1.15], [-1.60, 0.71, -0.66], [0.63, 1.27, 2.98], [-3.27, -0.61, -1.45], [0.08, 0.99, -0.81], [2.28, -1.26, 0.99], [2.20, -1.86, -0.71], [-2.45, 1.25, -2.21], [1.60, -0.64, 0.91], [0.81, -0.24, 1.03], [0.58, -0.18, -2.28], [-1.63, -1.41, -0.37], [1.96, 1.67, 2.40], [0.45, -0.15, -0.61], [-0.07, -0.05, 0.86], [-0.87, 1.53, 0.95], [-2.53, 2.26, -0.04], [-0.01, -1.74, 2.16], [0.33, -0.33, -0.28], [-0.34, -0.26, -0.14], [2.64, 0.31, -1.88], [-0.16, -0.40, -0.58], [0.22, 0.15, 0.68], [-0.52, -1.71, 0.94], [-0.96, 2.26, 0.55], [0.20, -0.51, -0.84], [-0.77, -0.39, -0.60], [0.34, 0.16, 0.24], [0.70, 1.43, 0.11], [0.07, 0.86, -0.39], [0.07, 0.15, -0.20], [-0.04, 0.36, -0.15], [0.90, -0.83, -0.23], [0.40, -0.44, 0.60], [-0.84, -1.34, -0.50]], "charge": -2, "orbital_gap_ev": [4.49, 5.59], "energy_ev": -124229.45284, "fmax_ev_per_a": 3.85, "e_above_lowest_kcal_mol": 0.0, "multiplicity": 3, "e_homo_ev": [-0.7, -3.0], "lumo_energy_ev": [3.83, 2.60]}